<i>
# C90H190N10O10

A 10-piece molecular cluster, C90H190N10O10 overall (ωB97M-V/def2-TZVPD, OMol25).

```
300
C90H190N10O10 (ωB97M-V/def2-TZVPD)
C 2.47202 1.97907 5.82172
C 1.51559 1.71254 6.93557
C 1.48699 0.19001 7.27354
C 1.97534 2.58921 8.19670
C 0.88467 2.64959 9.33500
C -0.38677 3.21450 8.61419
C -0.89822 2.40331 7.39030
C -1.59373 1.02098 7.84392
C -1.85956 3.34717 6.74465
N 0.28722 2.30441 6.46104
O -0.10413 1.73521 5.22251
H 3.41877 1.47128 6.00589
H 2.19998 1.42884 4.92096
H 2.76447 3.02910 5.82460
H 2.28781 -0.35679 6.77574
H 1.80582 0.00634 8.29956
H 0.62096 -0.44176 7.07613
H 2.95489 2.27640 8.55827
H 2.08891 3.55732 7.70888
H 0.56202 1.66249 9.66609
H 1.12653 3.27545 10.19401
H -0.31211 4.27142 8.35837
H -1.12998 3.20499 9.41146
H -0.89732 0.38141 8.38619
H -2.16915 0.42842 7.13268
H -2.34853 1.25547 8.59451
H -2.60165 3.47854 7.53214
H -2.23357 2.78445 5.88934
H -1.35555 4.29671 6.56445
H 0.47962 2.25691 4.66692
C 3.37232 -3.13022 -8.04451
C 2.63291 -2.55430 -6.81491
C 1.91030 -3.71623 -5.97787
C 3.66874 -1.91606 -5.80201
C 4.16376 -0.57444 -6.32603
C 3.09084 0.36095 -6.52536
C 1.97409 -0.01951 -7.42331
C 0.79640 0.85131 -7.13356
C 2.26795 0.18845 -8.93019
N 1.61335 -1.41001 -7.06754
O 0.50718 -1.85677 -7.72997
H 4.26421 -3.64052 -7.68087
H 2.66007 -3.80107 -8.52489
H 3.85302 -2.40398 -8.69995
H 0.94711 -4.04244 -6.37023
H 2.58602 -4.56719 -5.89207
H 1.54978 -3.37894 -5.00608
H 3.17237 -1.81759 -4.83660
H 4.54284 -2.56509 -5.74913
H 4.95997 -0.09021 -5.76064
H 4.68713 -0.76885 -7.26220
H 3.42374 1.33777 -6.87621
H 2.77748 0.73116 -5.54923
H 0.15068 0.70856 -8.00002
H 0.92362 1.93331 -7.09903
H 0.24925 0.47676 -6.26844
H 3.28234 -0.02372 -9.26796
H 2.24800 1.25821 -9.13829
H 1.57774 -0.29032 -9.62480
H -0.24096 -1.51185 -7.23711
C -3.77116 2.14456 -4.73624
C -3.06528 3.45791 -5.16164
C -2.54689 3.44444 -6.60263
C -4.19956 4.58126 -5.00412
C -3.61392 6.04201 -4.98052
C -2.65583 6.12576 -3.88533
C -1.38653 5.10545 -4.02182
C -0.39482 5.59222 -5.04319
C -0.67331 5.11564 -2.67120
N -1.92158 3.76358 -4.27063
O -0.87876 2.77339 -4.45797
H -3.74158 2.00652 -3.65542
H -4.79863 1.99796 -5.06927
H -3.15104 1.34292 -5.13739
H -2.13070 4.28656 -7.15555
H -1.78154 2.68450 -6.76022
H -3.50516 3.17343 -7.04576
H -4.88843 4.58485 -5.84884
H -4.89931 4.27015 -4.22846
H -3.10477 6.42261 -5.86596
H -4.46555 6.67219 -4.72416
H -3.10705 6.06777 -2.89481
H -2.36108 7.16668 -3.75226
H 0.51115 4.98742 -5.08245
H -0.05396 6.59628 -4.79067
H -0.87387 5.46923 -6.01452
H 0.28871 4.60520 -2.62573
H -1.37582 4.69108 -1.95402
H -0.45128 6.15095 -2.41246
H -0.50441 3.07183 -5.29008
C -7.00531 -1.63696 -0.25688
C -6.43483 -0.48759 0.67089
C -6.65191 0.78049 -0.27098
C -7.51160 -0.53283 1.91810
C -6.93852 0.01016 3.20241
C -5.62747 -0.49243 3.60917
C -4.60142 -0.14216 2.52002
C -4.36765 1.35795 2.30880
C -3.33623 -0.78593 3.13297
N -5.12262 -0.73073 1.23768
O -4.24049 -1.06716 0.30796
H -6.70805 -1.74378 -1.30011
H -6.48833 -2.45011 0.25264
H -8.08755 -1.76303 -0.22572
H -7.10032 0.55787 -1.23921
H -7.23983 1.41624 0.39104
H -5.72137 1.31939 -0.44920
H -8.40645 -0.04111 1.53655
H -7.90079 -1.53091 2.11927
H -7.05769 1.09243 3.15137
H -7.53489 -0.28452 4.06590
H -5.69281 -1.57642 3.51543
H -5.25943 -0.25504 4.60731
H -5.03527 2.08898 1.85278
H -3.56424 1.36627 1.57222
H -3.94705 1.82073 3.20157
H -3.45961 -1.75020 3.62598
H -2.97592 -0.19711 3.97652
H -2.49534 -0.95327 2.45992
H -3.93050 -0.20879 0.01013
C -1.64610 -5.01197 0.00772
C -1.37709 -6.51356 0.21057
C -0.92142 -7.20334 -1.16045
C -0.19014 -6.67966 1.29299
C -0.13881 -7.96575 2.08404
C -1.48070 -8.22924 2.70654
C -2.65582 -8.21085 1.63232
C -2.84223 -9.58861 0.92412
C -3.87755 -7.98600 2.52310
N -2.64330 -7.08754 0.68430
O -3.71169 -7.10119 -0.17364
H -0.97904 -4.41619 0.63075
H -1.46964 -4.49788 -0.93709
H -2.57933 -4.67405 0.45827
H 0.13621 -7.00518 -1.33437
H -1.16820 -8.25817 -1.28103
H -1.37770 -6.83096 -2.07765
H 0.68956 -6.91914 0.69559
H 0.06429 -5.84357 1.94440
H 0.00316 -8.77190 1.36427
H 0.68285 -8.03130 2.79724
H -1.48717 -7.56721 3.57245
H -1.32795 -9.26246 3.01836
H -3.80516 -9.70636 0.42712
H -3.06919 -10.34819 1.67220
H -2.06556 -9.68249 0.16511
H -4.80194 -8.00017 1.94570
H -3.75325 -6.97646 2.91484
H -3.96938 -8.76272 3.28229
H -4.10960 -6.36636 0.29891
C -0.43421 -4.12460 7.23604
C 0.10265 -4.28401 5.79681
C -0.42369 -5.54922 5.00600
C -0.60773 -3.11095 5.02021
C 0.23414 -2.66734 3.71594
C 1.66062 -2.38336 4.14471
C 2.43773 -3.63707 4.82186
C 2.78767 -4.58641 3.66729
C 3.87055 -3.12782 5.30688
N 1.53952 -4.21563 5.82443
O 2.06745 -5.25938 6.50787
H -0.47145 -5.12471 7.66788
H 0.24561 -3.49263 7.80749
H -1.50624 -3.99075 7.38072
H -1.47801 -5.59475 5.27884
H -0.24572 -5.55631 3.93065
H 0.10731 -6.45406 5.30160
H -1.60814 -3.34284 4.65484
H -0.73329 -2.18640 5.58372
H 0.20916 -3.52786 3.04736
H -0.32513 -1.86452 3.23551
H 1.67985 -1.57966 4.88078
H 2.23064 -1.98412 3.30580
H 1.98071 -5.23041 3.31776
H 3.46208 -5.39167 3.95855
H 3.30135 -4.00044 2.90515
H 4.50671 -3.96798 5.58534
H 3.80065 -2.35162 6.06894
H 4.37984 -2.60774 4.49555
H 2.42192 -4.89859 7.32383
C -7.95669 7.37719 -0.30674
C -6.42028 7.75749 -0.18091
C -5.92031 8.57674 -1.47687
C -6.27653 8.72320 1.11589
C -6.04240 7.93487 2.49211
C -4.97410 6.92161 2.37402
C -5.18014 5.91551 1.16133
C -3.84297 5.12580 0.99114
C -6.37839 5.00090 1.57630
N -5.51916 6.55026 -0.08399
O -5.72134 5.61965 -1.07000
H -8.08963 6.47950 -0.91055
H -8.45482 7.13558 0.63219
H -8.61464 8.06528 -0.83754
H -6.33160 9.58230 -1.38860
H -4.87398 8.88101 -1.50377
H -6.09608 8.03487 -2.40616
H -5.47669 9.41593 0.85422
H -7.15470 9.36660 1.17021
H -5.71219 8.58327 3.30368
H -7.00382 7.62780 2.90376
H -4.84997 6.29635 3.25819
H -4.02899 7.42540 2.17132
H -3.85682 4.24103 0.35468
H -3.66172 4.68733 1.97247
H -3.05556 5.74458 0.56081
H -6.34578 4.71095 2.62652
H -6.52104 4.17353 0.88117
H -7.35050 5.46325 1.74764
H -4.80027 5.42745 -1.26056
C 3.02031 5.46647 -1.83617
C 4.34939 6.00594 -2.52613
C 4.43178 7.56296 -2.53281
C 5.57469 5.80141 -1.68453
C 5.92601 4.30904 -1.67939
C 5.94185 3.64937 -3.08918
C 4.69600 3.96289 -3.99508
C 4.95184 3.63162 -5.47165
C 3.54195 3.03034 -3.50223
N 4.43903 5.43850 -3.88834
O 3.32469 5.75543 -4.64110
H 2.64134 6.07160 -1.01258
H 2.17330 5.50920 -2.52091
H 3.06112 4.58482 -1.19655
H 5.41913 8.01029 -2.41819
H 3.89320 8.09797 -3.31499
H 3.89991 7.92092 -1.65129
H 6.51955 6.16216 -2.09097
H 5.49854 6.04952 -0.62589
H 6.79600 4.16945 -1.03773
H 5.23309 3.78082 -1.02446
H 6.03307 2.59422 -2.83142
H 6.90866 3.94428 -3.49713
H 5.15317 2.58455 -5.69795
H 5.68833 4.24088 -5.99556
H 4.05731 3.81191 -6.06782
H 3.85808 2.01703 -3.74996
H 2.61295 3.23081 -4.03598
H 3.33065 2.89741 -2.44121
H 3.60249 6.59530 -5.01397
C -1.04914 0.87073 -1.84312
C -0.43391 -0.47121 -2.07822
C -1.45233 -1.26741 -2.86825
C 0.76583 -0.34614 -3.12089
C 2.08521 0.11727 -2.51475
C 2.46517 -0.84122 -1.36855
C 1.35654 -0.98665 -0.24685
C 1.81245 -2.27115 0.52769
C 1.45073 0.25423 0.67179
N -0.03220 -1.22408 -0.82022
O -1.10301 -1.39020 0.04129
H -1.86067 0.84251 -1.11599
H -0.49054 1.66045 -1.34071
H -1.54878 1.28161 -2.72040
H -1.10406 -2.29725 -2.78920
H -2.42891 -1.34455 -2.39030
H -1.58464 -0.99939 -3.91646
H 1.15991 -1.27323 -3.53721
H 0.51099 0.33321 -3.93429
H 2.86583 0.42551 -3.21024
H 1.95134 1.02551 -1.92714
H 3.39850 -0.42817 -0.98596
H 2.69612 -1.77063 -1.88910
H 2.89139 -2.23380 0.67799
H 1.65993 -3.05413 -0.21513
H 1.20668 -2.49571 1.40559
H 0.43172 0.53631 0.93665
H 1.84082 1.13976 0.17003
H 2.01546 0.11381 1.59345
H -0.95645 -2.28560 0.35497
C 7.98867 -6.25742 2.17418
C 7.10059 -5.90203 0.92281
C 7.17101 -7.10169 -0.01094
C 5.64891 -5.82171 1.50870
C 4.53452 -5.35286 0.45534
C 4.94487 -3.94175 0.05313
C 6.51484 -3.81576 -0.43185
C 6.57726 -4.26251 -1.93141
C 6.78256 -2.28733 -0.30615
N 7.51961 -4.57597 0.38248
O 8.79463 -4.48280 -0.14726
H 7.82945 -5.52396 2.96461
H 7.64699 -7.22778 2.53440
H 9.02394 -6.50995 1.94495
H 6.47567 -7.04761 -0.84861
H 8.10868 -6.89281 -0.52596
H 7.14353 -8.08311 0.46249
H 5.23303 -6.80979 1.70575
H 5.62481 -5.25905 2.44194
H 4.46306 -6.03206 -0.39418
H 3.57834 -5.43357 0.97235
H 4.67633 -3.33575 0.91843
H 4.20625 -3.73798 -0.72213
H 5.78553 -3.96598 -2.61940
H 6.60347 -5.34829 -2.02373
H 7.53304 -3.98208 -2.37407
H 7.70491 -2.06732 -0.84371
H 6.88135 -1.85951 0.69151
H 6.02783 -1.69577 -0.82434
H 9.26117 -3.90224 0.45846
```

Computed properties:
HOMO energy = -7.69 eV
SMILES = CC1(C)CCCC(C)(C)N1O.CC1(C)CCCC(C)(C)N1O.CC1(C)CCCC(C)(C)N1O.CC1(C)CCCC(C)(C)N1O.CC1(C)CCCC(C)(C)N1O.CC1(C)CCCC(C)(C)N1O.CC1(C)CCCC(C)(C)N1O.CC1(C)CCCC(C)(C)N1O.CC1(C)CCCC(C)(C)N1O.CC1(C)CCCC(C)(C)N1O
multiplicity = 1
frontier orbital gap = 8.0 eV
LUMO = 0.30 eV

<ii>
# C90H190N10O10

A 10-piece molecular cluster, C90H190N10O10 overall (ωB97M-V/def2-TZVPD, OMol25).

```
300
C90H190N10O10 (ωB97M-V/def2-TZVPD)
C 13.23438 18.78168 19.46514
C 14.69745 18.61823 19.00963
C 14.76034 18.41216 17.44884
C 15.46886 19.90162 19.31089
C 15.80067 20.10982 20.80612
C 16.47286 18.85254 21.31947
C 15.66995 17.52991 21.09453
C 16.54680 16.31557 21.33452
C 14.51862 17.49060 22.09988
N 15.36639 17.47321 19.63495
O 14.60578 16.33283 19.29434
H 12.67639 19.52785 18.93888
H 12.64288 17.85067 19.25759
H 13.23265 18.91893 20.51224
H 14.26387 17.46753 17.21370
H 14.20372 19.16839 16.90575
H 15.81890 18.48334 17.06255
H 16.38397 19.86619 18.71401
H 14.79963 20.66380 18.98019
H 16.42139 21.00326 20.90439
H 14.90545 20.38192 21.36580
H 16.76344 18.93652 22.42819
H 17.38400 18.82611 20.76142
H 17.16700 16.19711 20.40321
H 16.04019 15.41866 21.49194
H 17.20468 16.29496 22.20696
H 13.96662 18.39150 22.33155
H 14.97674 17.27149 23.05125
H 13.89161 16.70644 21.75294
H 15.19378 15.70069 18.77015
C 15.81868 11.04681 24.33136
C 16.13381 11.95873 25.55540
C 16.54828 11.01162 26.69250
C 17.27918 12.87492 25.12710
C 16.97336 14.02426 24.23528
C 15.82114 14.78386 24.79369
C 14.53420 14.01382 25.15271
C 13.71170 15.03864 25.92387
C 13.78596 13.62480 23.82610
N 15.03193 12.92762 26.01295
O 13.91616 12.13031 26.41602
H 16.70245 10.39630 24.15542
H 15.04252 10.34367 24.53932
H 15.66683 11.59250 23.35792
H 16.73047 11.46862 27.64570
H 15.85162 10.23842 26.96412
H 17.47292 10.49260 26.39460
H 17.56392 13.24674 26.10276
H 18.02675 12.18321 24.72429
H 17.86859 14.68369 24.19952
H 16.77797 13.70392 23.15609
H 15.48666 15.56477 24.06951
H 16.13225 15.33572 25.67015
H 14.28576 15.45823 26.82569
H 12.80611 14.62692 26.32595
H 13.54659 15.89393 25.26609
H 12.85674 13.01845 24.01393
H 14.45003 12.94197 23.23885
H 13.54582 14.50511 23.23295
H 13.56368 11.56554 25.73554
C 12.56546 12.55821 16.76865
C 11.72808 13.62228 17.44993
C 12.35760 14.97101 17.07546
C 10.32282 13.48649 16.92824
C 9.38681 14.38242 17.72545
C 9.40358 13.92921 19.17198
C 10.82465 14.11432 19.77947
C 11.18027 15.58046 20.13981
C 10.79901 13.29734 21.06930
N 11.72904 13.30680 18.89807
O 13.04081 13.31350 19.46834
H 13.56169 12.56090 17.20616
H 12.17750 11.56200 16.86675
H 12.60235 12.68992 15.69510
H 12.60676 15.02379 15.99553
H 11.67079 15.83239 17.20627
H 13.30012 15.06605 17.60023
H 10.31495 13.87564 15.88596
H 9.93024 12.46324 16.99246
H 9.48789 15.48368 17.60753
H 8.35088 14.17858 17.38317
H 9.23876 12.86351 19.13953
H 8.56175 14.36213 19.80898
H 12.11922 15.85214 19.64701
H 11.25874 15.66404 21.22149
H 10.47285 16.26116 19.75835
H 10.27934 13.83409 21.84206
H 11.80760 13.04570 21.50865
H 10.28499 12.33167 20.88874
H 13.15260 14.26138 19.69724
C 21.11920 16.21085 18.50480
C 20.66564 17.00884 19.65804
C 20.02230 16.09124 20.68540
C 21.87749 17.66109 20.38691
C 22.52076 18.85757 19.69521
C 21.45296 19.91817 19.37201
C 20.32308 19.29987 18.63469
C 19.18319 20.35346 18.51249
C 20.74250 19.01158 17.19937
N 19.74242 18.15215 19.41548
O 18.71425 17.55950 18.59010
H 21.58768 15.27995 18.87610
H 20.28619 15.91436 17.86473
H 21.93166 16.63077 17.90783
H 19.93414 16.64337 21.61204
H 19.08546 15.53073 20.41942
H 20.76366 15.23941 20.85469
H 21.44723 17.89053 21.37756
H 22.61540 16.88004 20.56444
H 23.27297 19.25968 20.38780
H 23.01660 18.48282 18.78682
H 21.88752 20.57034 18.64612
H 21.14059 20.41772 20.25102
H 19.54848 21.23899 17.98640
H 18.81648 20.68920 19.46013
H 18.44894 19.85752 17.88627
H 20.94600 19.94843 16.73544
H 19.99902 18.37801 16.73508
H 21.56940 18.35452 17.21882
H 17.87942 17.54506 19.11979
C 15.20197 23.60798 18.62929
C 15.42480 25.11447 18.96876
C 14.70869 25.93569 17.84165
C 14.87271 25.47110 20.32506
C 15.71558 25.05070 21.49464
C 17.19224 25.39515 21.36135
C 17.82074 25.01418 19.94069
C 19.11981 25.92749 19.88195
C 18.14404 23.52577 19.93011
N 16.88317 25.51557 18.93960
O 17.39863 25.40379 17.69525
H 14.09379 23.44200 18.53726
H 15.69859 23.37579 17.70898
H 15.55517 23.00906 19.46385
H 14.78058 25.58924 16.81213
H 13.57123 25.79330 17.97866
H 14.81332 26.99107 18.02540
H 14.87334 26.55828 20.43591
H 13.90976 25.07642 20.57425
H 15.41151 25.51066 22.37503
H 15.64765 23.98155 21.71643
H 17.85137 24.80619 22.08324
H 17.38004 26.46818 21.61842
H 19.80469 25.68312 19.03531
H 19.70928 25.81808 20.79450
H 18.72345 26.92104 19.69069
H 18.72712 23.34524 19.02821
H 17.36343 22.81260 20.05484
H 18.89302 23.33138 20.73042
H 17.53634 24.46618 17.49757
C 10.21970 18.15065 14.29950
C 11.59545 18.07535 13.60828
C 11.72019 19.01626 12.35462
C 12.70400 18.29895 14.68174
C 14.08700 17.84038 14.30628
C 13.97146 16.35517 13.79121
C 12.96517 16.04844 12.73553
C 13.52134 16.63272 11.38165
C 12.76479 14.46436 12.48925
N 11.68033 16.57139 13.29209
O 10.68840 16.36612 12.23591
H 9.39683 18.13350 13.63934
H 10.04870 17.29621 14.96665
H 10.05128 19.10633 14.76850
H 11.11099 18.58767 11.57404
H 11.34415 19.99096 12.57247
H 12.75304 19.02697 11.96810
H 12.69613 19.41034 14.78352
H 12.42221 17.90758 15.69725
H 14.46640 18.41745 13.47026
H 14.79616 17.98664 15.05287
H 13.92767 15.74670 14.70158
H 14.97176 16.04114 13.35137
H 14.12978 15.86211 10.88719
H 14.21020 17.44328 11.51026
H 12.68481 16.83069 10.80954
H 13.74071 13.94948 12.53082
H 12.29508 14.40477 11.50918
H 12.06684 14.06822 13.22916
H 10.26473 15.56057 12.56472
C 18.27588 14.63638 17.39362
C 17.37734 13.51542 16.81467
C 16.52326 14.13869 15.74077
C 18.30524 12.44437 16.27160
C 18.88082 11.38061 17.22298
C 17.78599 10.83864 18.03068
C 16.96274 11.90163 18.74243
C 15.79067 11.22592 19.46031
C 17.78847 12.60637 19.81142
N 16.40783 12.80364 17.74934
O 15.65912 13.84437 18.39292
H 18.92617 14.27255 18.16214
H 18.90262 14.86033 16.53607
H 17.64731 15.51999 17.75062
H 15.74782 14.67414 16.28647
H 17.10604 14.91638 15.03144
H 15.98622 13.42144 15.12565
H 17.69206 11.91989 15.56175
H 19.10399 12.95458 15.74738
H 19.36024 10.61909 16.56876
H 19.59264 11.71179 17.92034
H 18.25958 10.25272 18.79816
H 17.10320 10.18333 17.50088
H 15.14836 10.91925 18.60678
H 15.22110 11.88562 20.12093
H 16.15822 10.36982 19.94230
H 18.88774 12.58325 19.62485
H 17.58290 12.15218 20.77797
H 17.58086 13.66334 19.92938
H 14.73241 13.44138 18.51803
C 12.38616 23.03492 24.46707
C 12.93978 21.94265 23.52561
C 12.58327 22.31212 22.11050
C 14.47142 21.92888 23.59581
C 14.85757 21.20422 24.85288
C 14.37049 19.80746 25.00360
C 12.79686 19.79568 24.99520
C 12.14140 18.48669 24.75719
C 12.23644 20.31720 26.31366
N 12.47448 20.61705 23.72580
O 11.00747 20.65848 23.64488
H 12.75419 23.96566 24.12718
H 11.29387 23.06809 24.40397
H 12.72766 22.84881 25.44617
H 11.50734 22.46647 21.86642
H 13.15685 23.18070 21.88716
H 12.96439 21.58466 21.38144
H 14.94757 21.51093 22.66382
H 14.92769 22.94724 23.66565
H 15.90523 21.29893 24.99308
H 14.33510 21.73013 25.62062
H 14.79031 19.42574 25.94604
H 14.78173 19.13600 24.23503
H 12.23719 17.99669 23.82247
H 11.06923 18.61093 25.00543
H 12.49481 17.75606 25.48406
H 11.20725 20.79248 26.14355
H 12.77714 21.08514 26.76737
H 12.06873 19.50522 27.01968
H 10.85379 20.25443 22.80774
C 15.68340 21.53784 14.31318
C 17.18350 21.25550 14.37198
C 17.40044 19.88477 15.20036
C 17.85111 21.03977 13.03447
C 18.16706 22.32422 12.22104
C 18.97714 23.27067 13.12379
C 18.36057 23.57378 14.52988
C 19.48646 24.23199 15.32555
C 17.17034 24.51473 14.37250
N 18.00457 22.25357 15.13017
O 17.38513 22.49836 16.40953
H 15.19608 21.23317 15.26783
H 15.49900 22.62615 14.23264
H 15.15257 21.01503 13.53710
H 17.01071 19.08342 14.66998
H 18.45120 19.66654 15.34699
H 16.89317 19.91830 16.13718
H 18.84891 20.65351 13.35624
H 17.36197 20.29486 12.43139
H 18.81764 22.02727 11.41342
H 17.22768 22.67272 11.72466
H 19.13404 24.22308 12.65068
H 19.97572 22.83920 13.16633
H 20.12830 24.83436 14.69772
H 20.22022 23.47245 15.68303
H 19.19174 24.70945 16.20247
H 16.42287 24.30777 15.12779
H 16.74290 24.41483 13.34812
H 17.49947 25.50737 14.48324
H 17.80221 21.77347 16.96067
C 18.40685 21.47266 22.85848
C 19.66370 21.90110 23.70866
C 20.43772 23.00724 22.96430
C 19.15291 22.43661 25.04192
C 18.65954 21.35539 25.94236
C 19.72556 20.34998 26.18216
C 20.24951 19.69454 24.91211
C 21.55008 18.96882 25.28493
C 19.26665 18.65336 24.35232
N 20.66097 20.78047 23.96845
O 21.13733 20.15244 22.73888
H 17.71019 20.75983 23.25687
H 17.78220 22.35408 22.70729
H 18.64361 20.99042 21.92393
H 21.29607 23.28281 23.66393
H 20.89788 22.48855 22.14737
H 19.79662 23.81581 22.64348
H 19.88125 23.01180 25.53535
H 18.35002 23.15264 24.86282
H 18.17476 21.71461 26.81023
H 17.85731 20.80870 25.43745
H 19.33756 19.57287 26.83689
H 20.54945 20.72817 26.74009
H 21.87582 18.43576 24.41435
H 21.27691 18.19763 26.03101
H 22.25314 19.73286 25.57193
H 19.73790 18.16790 23.48714
H 18.28791 19.06557 24.06522
H 19.15319 17.98976 25.20756
H 22.08787 20.27426 22.75175
```

Computed properties:
HOMO energy = -8.18 eV
SMILES = CC1(C)CCCC(C)(C)N1O.CC1(C)CCCC(C)(C)N1O.CC1(C)CCCC(C)(C)N1O.CC1(C)CCCC(C)(C)N1O.CC1(C)CCCC(C)(C)N1O.CC1(C)CCCC(C)(C)N1O.CC1(C)CCCC(C)(C)N1O.CC1(C)CCCC(C)(C)N1O.CC1(C)CCCC(C)(C)N1O.CC1(C)CCCC(C)(C)N1O
multiplicity = 1
frontier orbital gap = 8.7 eV
LUMO = 0.49 eV

Computed energies relative to the best structure, in hartree: <i> 0.3809; <ii> 0.0000